Entry 1:
The following is a DFT calculation (the ωB97M-V functional and the def2-TZVPD basis) of C6H11N in the gas phase.

Geometry as XYZ:
```
18
Properties=species:S:1:pos:R:3:nbo_charge:R:1
C -2.46 -0.36 -0.86 -0.6001
C -1.36 0.43 -0.15 -0.4071
C 0.07 0.03 -0.56 -0.3813
C 1.02 -0.20 0.64 -0.3203
C 2.49 -0.32 0.23 -0.5888
C 0.86 0.87 1.64 0.2897
N 0.72 1.71 2.42 -0.3347
H -3.44 -0.05 -0.50 0.2138
H -2.43 -0.21 -1.94 0.2028
H -2.35 -1.43 -0.66 0.1994
H -1.49 1.51 -0.34 0.2115
H -1.48 0.31 0.93 0.2061
H 0.06 -0.91 -1.14 0.2079
H 0.52 0.79 -1.21 0.2088
H 0.71 -1.13 1.14 0.2381
H 2.61 -1.11 -0.52 0.2152
H 2.84 0.62 -0.21 0.2163
H 3.12 -0.55 1.09 0.2227
```

SMILES: CCC[C@@H](C)C#N
E: -7890.3441 eV
E_HOMO: -11.3 eV

Entry 2:
The following is a DFT calculation (the ωB97M-V functional and the def2-TZVPD basis) of C25H23F6N11O6S2SeZr as an isolated structure.

Geometry as XYZ:
```
75
Properties=species:S:1:pos:R:3:mulliken_charge:R:1
Zr 0.86 -0.25 0.50 -0.9757
O 0.53 -4.50 0.97 -0.7041
C 0.47 -3.30 1.11 -0.0117
N 0.33 -2.34 0.15 1.6222
C 0.22 -2.79 -1.20 0.3051
C -0.46 -3.93 -1.59 -0.4505
C -0.51 -4.27 -2.93 -0.9394
C 0.14 -3.49 -3.87 -0.6169
C 0.81 -2.33 -3.49 -1.2044
C 0.83 -1.97 -2.15 0.2153
N 1.31 -0.74 -1.64 0.8092
C 2.11 0.04 -2.38 -0.0057
O 2.73 -0.19 -3.41 -0.7544
C 2.14 1.46 -1.86 0.6371
C 2.78 2.46 -2.59 -0.8624
C 2.66 3.76 -2.18 -0.3640
C 1.90 4.04 -1.04 -1.0810
C 1.33 2.99 -0.36 -0.0686
N 1.45 1.72 -0.75 0.8670
C 0.58 -2.73 2.49 0.5051
C 0.54 -3.57 3.58 -0.8942
C 0.61 -3.02 4.85 -0.5455
C 0.73 -1.64 4.97 -1.2530
C 0.77 -0.88 3.82 -0.2146
N 0.70 -1.40 2.59 1.1240
H -0.96 -4.54 -0.85 0.4878
H -1.04 -5.16 -3.24 0.3920
H 0.12 -3.76 -4.92 0.4034
H 1.30 -1.71 -4.23 0.4943
H 3.32 2.15 -3.47 0.5733
H 3.13 4.57 -2.73 0.4292
H 1.75 5.06 -0.70 0.5016
H 0.73 3.17 0.53 0.3716
H 0.45 -4.63 3.40 0.5869
H 0.58 -3.65 5.73 0.4566
H 0.78 -1.16 5.93 0.4638
H 0.87 0.19 3.89 0.4386
F -5.15 -0.59 1.41 -0.2031
C -4.71 -1.84 1.58 0.4256
F -5.46 -2.66 0.87 -0.2018
F -4.81 -2.16 2.87 -0.2065
S -2.94 -1.97 1.09 1.1467
O -2.26 -0.98 1.90 -0.5999
O -2.62 -3.35 1.26 -0.6137
N -3.04 -1.58 -0.44 -0.4482
S -2.36 -0.41 -1.19 0.9023
O -1.14 0.09 -0.55 -0.7277
O -2.34 -0.59 -2.59 -0.6543
C -3.44 1.06 -0.93 0.6524
F -3.43 1.44 0.36 -0.2044
F -4.69 0.80 -1.28 -0.2188
F -2.99 2.09 -1.65 -0.2289
C 4.38 2.30 3.14 -0.9736
N 3.02 2.77 3.39 0.1914
C 2.81 4.00 4.14 -1.0797
C 2.00 2.14 2.75 0.0207
N 2.14 1.18 1.92 0.1944
N 0.73 2.62 3.09 0.0442
C -0.46 2.07 2.64 0.5688
N -1.56 2.54 3.31 -0.5521
N -0.52 1.20 1.71 0.8235
H 5.05 2.78 3.85 0.3399
H 4.71 2.55 2.13 0.3363
H 4.46 1.22 3.29 0.2173
H 3.78 4.40 4.41 0.3169
H 2.27 3.83 5.07 0.3350
H 2.29 4.75 3.54 0.3775
H 3.12 0.94 1.78 -0.0769
H 0.67 3.17 3.92 0.2939
H -1.53 3.48 3.69 0.2187
H -2.46 2.25 2.96 0.2388
H -1.48 0.92 1.52 -1.0048
Se 5.15 -1.67 2.56 -0.2307
C 3.83 -1.33 1.44 0.2809
N 2.94 -1.04 0.74 -0.4382
```

E: -159583.4143 eV
E_HOMO: -7.2 eV

Entry 3:
The following is a DFT calculation (the ωB97M-V functional and the def2-TZVPD basis) of CH2F2N2 as an isolated structure.

Geometry as XYZ:
```
7
Properties=species:S:1:pos:R:3:nbo_charge:R:1
C -0.03 -0.12 -0.06 0.7064
N 0.95 -0.88 1.39 -0.1533
N 0.15 0.93 -0.84 -0.7903
F -1.28 -0.65 -0.17 -0.3259
F 0.16 -1.93 1.75 -0.2766
H 0.79 1.62 -0.71 0.4256
H -0.74 1.03 -1.37 0.4140
```

E: -9478.4477 eV
E_HOMO (alpha / beta): -7.9 / -7.9 eV

Entry 4:
The following is a DFT calculation (the ωB97M-V functional and the def2-TZVPD basis) of C7H16AlINO5 as an isolated structure.

Geometry as XYZ:
```
31
Properties=species:S:1:pos:R:3:nbo_charge:R:1
O 1.27 -1.01 2.39 -0.3813
N 0.84 -0.01 1.90 0.3356
O 0.14 0.76 2.72 -0.6888
Al -1.41 0.20 3.60 1.2225
C -2.88 1.29 2.74 -0.9717
C -4.35 0.93 2.94 -0.4233
C -4.70 -0.53 3.12 -0.4893
I -4.51 -1.20 5.12 0.0367
H -1.60 -1.37 3.33 -0.4305
H -1.27 0.59 5.17 -0.4262
H -2.69 1.33 1.66 0.2021
H -2.73 2.31 3.09 0.2083
H -4.93 1.24 2.06 0.1842
H -4.77 1.49 3.77 0.1955
H -4.05 -1.17 2.53 0.2301
H -5.74 -0.74 2.88 0.2035
C 2.54 0.19 -0.97 -0.6423
C 3.11 -1.04 -1.62 -0.0703
O 2.56 -1.27 -2.95 -0.4912
C 3.09 -0.54 -3.92 0.9822
O 3.99 0.25 -3.83 -0.6579
O 2.39 -0.78 -5.04 -0.5018
C 2.80 -0.01 -6.16 -0.2534
H 1.45 0.13 -0.92 0.2297
H 2.90 0.26 0.05 0.2365
H 2.82 1.09 -1.51 0.2093
H 2.84 -1.94 -1.07 0.1979
H 4.20 -0.99 -1.71 0.1867
H 3.87 -0.14 -6.35 0.1904
H 2.60 1.05 -6.00 0.1881
H 2.22 -0.38 -7.00 0.1887
```

total charge: -1
E: -33943.9991 eV
E_HOMO: -5.1 eV